# 1
19
Properties=species:S:1:pos:R:3 method="wB97M-V/def2-TZVPD" de_lowest_ev=1.091 total_charge=0 homo_lumo_gap_ev=9.1 e_tot_ev=-6885.106 homo_energy_ev=-8.0 smiles=CCCN(C)C largest_force_ha_per_bohr=0.04210
C -1.47 -1.40 -0.81
C -0.47 -1.65 0.29
C 0.00 -0.35 1.01
N 0.35 0.66 -0.01
C 1.72 0.63 -0.40
C -0.18 2.00 0.20
H -0.95 -1.14 -1.73
H -2.15 -0.56 -0.64
H -2.11 -2.23 -1.11
H -0.69 -2.38 1.07
H 0.45 -2.01 -0.17
H -0.85 0.06 1.54
H 0.92 -0.56 1.54
H 1.90 1.37 -1.17
H 2.42 0.87 0.42
H 2.02 -0.35 -0.78
H 0.49 2.66 0.77
H -1.09 1.90 0.78
H -0.33 2.48 -0.77

# 2
18
Properties=species:S:1:pos:R:3 method="wB97M-V/def2-TZVPD" de_lowest_ev=0.513 total_charge=0 homo_lumo_gap_ev=11.1 e_tot_ev=-12500.093 homo_energy_ev=-10.4 smiles="O=C(O)CCCO.O" largest_force_ha_per_bohr=0.01525
O 2.28 1.52 -0.90
C 1.14 1.91 -0.94
O 0.73 2.85 -1.82
C -0.01 1.39 -0.12
C 0.37 1.06 1.34
C -0.20 -0.28 1.86
O 0.80 -1.19 2.26
H 1.50 3.08 -2.36
H -0.80 2.13 -0.16
H -0.29 0.48 -0.65
H -0.03 1.86 1.96
H 1.44 1.05 1.48
H -0.82 -0.78 1.12
H -0.90 -0.09 2.68
H 1.28 -0.82 3.01
O -2.46 -4.85 -2.71
H -1.63 -4.49 -2.37
H -2.39 -4.82 -3.67

# 3
141
Properties=species:S:1:pos:R:3 method="wB97M-V/def2-TZVPD" de_lowest_ev=1.556 total_charge=0 homo_lumo_gap_ev=9.4 e_tot_ev=-79982.145 homo_energy_ev=-8.9 smiles=COC[C@H](C)N.COC[C@H](C)N.COC[C@H](C)N.OCCO.OCCO.OCCO.OCCO.OCCO.OCCO.OCCO.OCCO.OCCO largest_force_ha_per_bohr=0.08513
C 3.75 5.15 -2.78
O 3.90 3.82 -2.83
C 4.79 3.35 -3.92
C 4.54 1.86 -4.20
C 3.10 1.61 -4.53
N 5.00 0.99 -3.14
H 2.90 5.34 -2.18
H 3.59 5.53 -3.79
H 4.63 5.64 -2.36
H 4.49 3.93 -4.81
H 5.85 3.62 -3.57
H 5.17 1.66 -5.03
H 2.52 1.56 -3.61
H 2.92 0.61 -4.91
H 2.66 2.36 -5.18
H 5.89 1.18 -2.79
H 4.40 1.03 -2.33
C 0.69 1.20 -1.92
O 0.15 1.22 -0.59
C -0.36 -0.03 -0.32
C -1.34 0.07 0.80
C -0.60 0.43 2.10
N -2.13 -1.13 0.90
H 1.58 0.61 -1.94
H 0.94 2.21 -2.17
H -0.01 0.86 -2.62
H -0.87 -0.39 -1.24
H 0.46 -0.68 -0.10
H -2.02 0.87 0.58
H -0.10 1.40 1.87
H 0.23 -0.25 2.33
H -1.21 0.43 3.00
H -1.60 -1.93 0.98
H -2.76 -1.24 0.10
C -3.80 -1.93 -2.89
O -2.78 -2.63 -3.58
C -1.85 -3.32 -2.87
C -0.48 -3.25 -3.59
C 0.67 -3.98 -2.81
N -0.01 -1.91 -3.97
H -4.72 -1.93 -3.49
H -3.53 -0.85 -2.68
H -4.02 -2.46 -1.91
H -1.72 -2.98 -1.80
H -2.12 -4.43 -2.72
H -0.66 -3.72 -4.60
H 1.61 -4.06 -3.39
H 0.28 -5.00 -2.59
H 0.88 -3.58 -1.81
H -0.83 -1.31 -4.13
H 0.54 -1.59 -3.21
O 1.79 0.19 4.99
C 3.06 -0.02 4.34
C 4.20 0.45 5.28
O 5.48 0.56 4.54
H 1.71 1.12 5.25
H 3.19 -1.09 4.17
H 3.08 0.50 3.40
H 4.26 -0.31 6.00
H 3.94 1.40 5.80
H 5.37 1.34 4.01
O -3.63 2.85 -0.47
C -3.34 3.97 0.41
C -2.23 3.55 1.42
O -0.95 3.50 0.71
H -2.82 2.82 -1.03
H -3.04 4.84 -0.09
H -4.31 4.21 0.96
H -2.49 2.64 1.92
H -2.01 4.27 2.21
H -0.88 2.83 0.03
O -0.11 -4.52 1.17
C -0.92 -5.49 0.53
C -2.32 -5.60 1.02
O -3.02 -4.40 0.95
H 0.09 -4.84 2.06
H -0.95 -5.33 -0.51
H -0.44 -6.48 0.63
H -2.23 -6.05 2.05
H -2.87 -6.35 0.48
H -3.36 -4.02 1.79
O -2.08 -4.06 4.11
C -1.81 -2.65 4.25
C -3.15 -1.85 4.19
O -3.85 -2.12 2.94
H -2.81 -4.29 4.72
H -1.31 -2.51 5.24
H -1.09 -2.40 3.48
H -2.81 -0.80 4.27
H -3.80 -2.06 4.99
H -3.18 -1.81 2.25
O 4.92 -0.85 -6.67
C 4.58 -2.11 -6.15
C 3.51 -2.04 -5.09
O 4.01 -1.59 -3.86
H 5.60 -0.54 -6.04
H 4.15 -2.71 -6.97
H 5.42 -2.77 -5.89
H 3.19 -3.10 -4.81
H 2.76 -1.40 -5.48
H 4.31 -0.67 -3.93
O -3.59 1.76 4.00
C -4.40 2.89 4.30
C -5.84 2.73 3.93
O -6.57 1.66 4.48
H -3.92 1.40 3.14
H -4.27 3.11 5.36
H -4.12 3.87 3.81
H -5.87 2.72 2.81
H -6.36 3.64 4.23
H -6.30 0.82 4.01
O 2.49 -1.44 -1.52
C 3.57 -1.52 -0.61
C 3.41 -0.32 0.48
O 3.79 0.90 -0.21
H 2.83 -1.39 -2.42
H 3.50 -2.50 -0.20
H 4.47 -1.30 -1.11
H 4.15 -0.38 1.31
H 2.43 -0.34 0.91
H 3.80 1.57 0.48
O 3.32 2.63 2.15
C 3.49 4.00 1.90
C 2.23 4.60 1.28
O 1.23 4.41 2.25
H 2.36 2.57 2.31
H 3.84 4.51 2.81
H 4.34 4.07 1.21
H 1.91 4.03 0.37
H 2.35 5.65 1.00
H 0.43 3.96 1.87
O -5.76 0.06 2.31
C -6.54 -0.36 1.14
C -5.68 -1.14 0.19
O -4.73 -0.31 -0.52
H -5.38 -0.75 2.73
H -7.32 -1.11 1.51
H -7.10 0.46 0.70
H -6.31 -1.60 -0.59
H -5.18 -1.93 0.76
H -4.16 0.19 0.11

# 4
22
Properties=species:S:1:pos:R:3 method="wB97M-V/def2-TZVPD" de_lowest_ev=0.000 total_charge=-1 spin_multiplicity=2 homo_lumo_gap_ev="2.8 / 8.5" e_tot_ev=-20236.934 homo_energy_ev="0.5 / -5.1" largest_force_ha_per_bohr=0.03674
C -0.47 1.84 -0.99
C 0.47 0.83 -0.40
C 0.96 -0.18 -1.49
S 1.88 -1.63 -0.88
N -0.06 0.07 0.73
C 0.22 0.47 2.08
N 0.93 -0.57 2.85
H -0.21 2.14 -2.01
H -1.49 1.45 -1.05
H -0.57 2.75 -0.40
H 1.37 1.34 -0.04
H 0.02 -0.57 -1.91
H 1.66 0.35 -2.13
H 1.08 -2.62 -1.32
H -0.96 -0.35 0.51
H 0.79 1.41 2.05
H -0.70 0.69 2.62
H 0.19 -1.24 3.08
H 1.57 -1.05 2.23
H -1.82 -2.32 -0.87
H -2.89 -1.40 -1.50
O -1.97 -1.39 -1.17